Record 1
DFT (ωB97M-V/def2-TZVPD) results for a molecular structure, C19H22MnN6OS.

```
50
Properties=species:S:1:pos:R:3:nbo_charge:R:1
Mn -0.29549 0.18554 0.31554 1.295
C 0.84117 -0.44485 4.35158 -0.694
C 0.73803 -0.28365 2.88006 0.338
N -0.39230 -0.19896 2.24538 -0.297
N -1.55680 -0.32417 2.92989 -0.389
C -2.60936 -0.06407 2.20077 0.315
N -3.81431 -0.10243 2.76305 -0.737
S -2.54227 0.35192 0.49607 -0.034
C 1.93803 -0.24221 2.02742 0.143
C 3.22590 -0.41117 2.49463 -0.184
C 4.26901 -0.43299 1.57319 -0.092
C 3.99306 -0.29381 0.22490 -0.210
C 2.67742 -0.11656 -0.17113 0.106
N 1.68214 -0.08014 0.71125 -0.518
H -0.13463 -0.38639 4.81906 0.282
H 1.49576 0.32575 4.76278 0.263
H 1.28977 -1.41478 4.58181 0.267
H -3.89080 -0.33504 3.74136 0.434
H -4.65562 0.03409 2.22989 0.428
H 3.41438 -0.53642 3.55078 0.258
H 5.28731 -0.56835 1.91176 0.260
H 4.77916 -0.31982 -0.51568 0.263
H 2.40486 0.00193 -1.21170 0.223
C -1.40027 4.10544 -3.13390 -0.422
N -1.03389 3.32300 -1.94357 -0.313
C -1.40204 3.92377 -0.65854 -0.417
C -0.42996 2.16910 -2.03363 0.727
C -0.10242 1.58846 -3.37328 -0.706
O -0.06233 1.54855 -0.96922 -0.782
H -1.45799 5.15053 -2.84349 0.243
H -2.37222 3.78418 -3.50733 0.234
H -0.64841 4.00624 -3.90988 0.231
H -2.42568 4.28538 -0.73136 0.236
H -0.73955 4.76331 -0.45145 0.235
H -1.33601 3.18864 0.13415 0.218
H -0.96536 1.58952 -4.03746 0.267
H 0.26304 0.57374 -3.25346 0.233
H 0.68354 2.17826 -3.84907 0.274
N -0.32279 -6.37588 -2.78063 -0.200
C -0.35071 -5.36368 -2.24083 0.227
C -0.37498 -4.09288 -1.57461 -0.133
C -0.33804 -2.92381 -2.33013 -0.113
C -0.35579 -1.68949 -1.68673 -0.300
C -0.40403 -1.69230 -0.30467 -0.086
C -0.46205 -2.82594 0.47777 -0.205
C -0.44080 -4.04744 -0.18125 -0.133
H -0.30494 -2.97774 -3.40984 0.253
H -0.35165 -0.77601 -2.26115 0.220
H -0.52819 -2.78787 1.55647 0.234
H -0.48090 -4.96848 0.38444 0.257
```

Computed properties:
ΔE to the lowest compared entry with this formula, charge and spin: 1.0436 eV
Kohn-Sham gap (spin up / spin down): 0.242 / 0.270 Ha
spin multiplicity: 4
total charge: +2

=====

Record 2
DFT (ωB97M-V/def2-TZVPD) results for a molecular structure, C28H51N7O6PSr at a distorted geometry.

```
94
Properties=species:S:1:pos:R:3:nbo_charge:R:1
Sr 0.16291 0.05314 0.58600 1.818
C -1.77483 0.48251 4.15098 -0.236
C -0.67670 0.07280 4.89515 -0.221
C 0.40852 0.92440 5.05545 -0.243
C 0.39885 2.18317 4.46978 -0.195
C -0.70431 2.59732 3.73678 -0.228
C -1.79031 1.74754 3.57546 -0.170
H -2.64296 -0.16001 4.07162 0.217
H -0.68612 -0.89282 5.38519 0.221
H 1.24481 0.62470 5.67644 0.220
H 1.23341 2.85620 4.61735 0.220
H -0.73939 3.59853 3.33010 0.220
H -2.67256 2.09413 3.05127 0.203
N 1.48212 -1.00223 2.58122 -0.886
C 2.81689 -0.95681 1.94378 -0.192
C 3.93858 -1.42417 2.88258 -0.397
C 5.38105 -1.54338 2.33149 -0.418
C 6.03920 -0.28085 1.74011 -0.234
N 5.45771 0.28563 0.52368 -0.560
C 5.49988 -0.28492 -0.68016 0.693
N 6.25233 -1.37979 -0.87087 -0.764
N 4.92189 0.30509 -1.71098 -0.765
C 2.67605 -1.70505 0.57372 0.788
O 3.46818 -2.58140 0.23440 -0.710
O 1.71944 -1.25726 -0.13354 -0.900
H 1.51920 -0.48410 3.45186 0.382
H 1.26684 -1.96799 2.81655 0.371
H 2.95866 0.09168 1.69153 0.220
H 3.66965 -2.41699 3.25197 0.217
H 3.95856 -0.72929 3.72878 0.195
H 5.38416 -2.34480 1.59974 0.226
H 6.01388 -1.85126 3.16684 0.225
H 7.08648 -0.50484 1.52033 0.210
H 6.02299 0.50833 2.49116 0.224
H 4.92555 1.13832 0.59817 0.427
H 6.42200 -1.97184 -0.07632 0.423
H 6.12476 -1.87914 -1.73417 0.413
H 4.26699 1.10583 -1.63670 0.460
H 4.94899 -0.15050 -2.60622 0.411
C -0.04400 4.19781 0.42380 -0.627
C -0.12338 2.92110 -0.41359 0.152
C -0.58551 3.21294 -1.82907 -0.638
O -1.00858 1.96315 0.21009 -0.809
C 1.27694 2.25671 -0.33849 0.726
O 2.05262 2.34165 -1.30356 -0.712
O 1.53377 1.66991 0.75176 -0.858
H -1.04648 4.57187 0.63832 0.209
H 0.50556 4.96274 -0.12356 0.229
H 0.47165 3.99005 1.35956 0.228
H -1.49184 3.82440 -1.80611 0.205
H -0.80315 2.28420 -2.35427 0.217
H 0.18708 3.74909 -2.37521 0.250
H -1.90417 2.12290 -0.11728 0.506
O -1.42073 -1.20805 0.00924 -1.211
P -2.17759 -0.87214 -1.22649 2.486
N -1.24601 -0.16763 -2.41461 -0.851
C -1.77067 -0.01472 -3.79159 -0.217
C -0.55399 -0.15563 -4.71029 -0.416
C 0.62494 0.22167 -3.80968 -0.402
C 0.21791 -0.36024 -2.46392 -0.208
N -3.32017 0.27868 -0.85302 -0.847
C -3.89257 0.35142 0.50354 -0.210
C -4.87712 1.50672 0.38468 -0.414
C -5.50194 1.23299 -0.98707 -0.401
C -4.31602 0.75428 -1.83386 -0.222
N -2.97297 -2.14835 -1.97457 -0.801
C -2.07761 -3.21216 -2.46323 -0.228
C -1.88404 -4.16991 -1.27484 -0.428
C -3.13549 -3.94973 -0.39424 -0.426
C -3.94340 -2.87053 -1.13833 -0.224
H -2.21439 0.97932 -3.89790 0.192
H -2.53895 -0.75616 -4.00927 0.220
H -0.63700 0.48805 -5.58367 0.229
H -0.44702 -1.18586 -5.05437 0.207
H 0.73367 1.30480 -3.74015 0.222
H 1.56638 -0.19353 -4.16641 0.221
H 0.71200 0.16389 -1.65075 0.184
H 0.50457 -1.41252 -2.39712 0.210
H -3.10811 0.49566 1.24632 0.213
H -4.44253 -0.55649 0.77716 0.181
H -4.35433 2.46738 0.38511 0.196
H -5.60677 1.50465 1.19210 0.231
H -5.98589 2.10341 -1.42456 0.228
H -6.24532 0.43995 -0.89408 0.209
H -3.88627 1.58202 -2.40484 0.193
H -4.60428 -0.02794 -2.53893 0.213
H -1.13991 -2.79518 -2.82916 0.210
H -2.58008 -3.71858 -3.29143 0.203
H -0.98453 -3.90120 -0.72249 0.225
H -1.78703 -5.20093 -1.60939 0.222
H -2.84509 -3.58893 0.59152 0.217
H -3.72167 -4.85815 -0.26810 0.221
H -4.46605 -2.18851 -0.46978 0.205
H -4.67778 -3.33021 -1.80456 0.204
```

Computed properties:
ΔE to the lowest compared entry with this formula, charge and spin: 1.2808 eV
Kohn-Sham gap: 0.348 Ha
total charge: +1

=====

Record 3
DFT (ωB97M-V/def2-TZVPD) results for 2 unconnected molecules or ions with the total composition C4H6N5O2 at a distorted geometry.

```
17
Properties=species:S:1:pos:R:3:nbo_charge:R:1
C 1.37368 0.55506 -1.30122 -0.390
C 0.93945 0.67798 -2.62771 -0.080
C 0.38148 -0.32335 -0.67656 0.279
C 1.12970 -0.30567 1.50091 -0.441
N -0.27544 0.07574 -2.81823 -0.262
N -2.10166 -0.42330 0.91451 -0.253
N -0.58137 -0.58036 -1.67355 -0.339
N 0.27074 -0.86790 0.51588 -0.292
N -2.35511 0.11373 1.97660 0.484
O -1.52637 0.39976 2.81061 -0.566
O -3.60116 0.35124 2.12830 -0.589
H 2.46274 0.59459 -0.99996 0.221
H 1.30226 1.35836 -3.40660 0.198
H 0.60280 -0.18380 2.35596 0.251
H 1.85686 -1.17745 1.67215 0.179
H 1.59581 0.54850 1.02638 0.174
H -1.47441 -0.81315 -1.39745 0.426
```

Computed properties:
ΔE to the lowest compared entry with this formula, charge and spin: 6.1537 eV
Kohn-Sham gap (spin up / spin down): 0.297 / 0.237 Ha
total charge: -1

=====

Record 4
DFT (ωB97M-V/def2-TZVPD) results for C18H22ClN3O3 in the gas phase.

```
47
Properties=species:S:1:pos:R:3:nbo_charge:R:1
C 2.02055 -3.68548 -0.75210 -0.260
H 3.06494 -3.88611 -0.99939 0.196
H 1.74306 -4.28601 0.11608 0.200
H 1.37548 -3.91413 -1.59664 0.196
O 1.83554 -2.30494 -0.47395 -0.519
C 2.48678 -1.83731 0.61395 0.761
O 3.21042 -2.52156 1.30182 -0.599
C 2.21625 -0.43342 0.86596 -0.019
C 1.37803 0.46858 0.22766 0.169
N 0.53684 0.18598 -0.84424 -0.634
C -0.82618 0.37668 -0.77969 0.685
O -1.37399 0.87029 0.17619 -0.604
C -1.56000 -0.07675 -2.04291 -0.297
N -2.63631 -1.01770 -1.83796 -0.449
C -3.75450 -0.50656 -1.06578 -0.218
C -4.97642 -1.39227 -1.29222 -0.402
C -4.65360 -2.83341 -0.91719 -0.400
C -3.43827 -3.29282 -1.71447 -0.398
H -3.68857 -3.27270 -2.77700 0.206
H -3.16852 -4.31609 -1.44719 0.202
C -2.23256 -2.36980 -1.48760 -0.033
C -1.64567 -2.55202 -0.07915 -0.649
H -2.31387 -2.16063 0.68169 0.214
H -0.69167 -2.04045 0.01459 0.215
H -1.48464 -3.61023 0.11449 0.209
H -1.45450 -2.65540 -2.21096 0.186
H -4.44860 -2.90082 0.15240 0.195
H -5.50535 -3.48134 -1.13461 0.209
H -5.81244 -1.01741 -0.69973 0.207
H -5.25417 -1.34932 -2.34704 0.198
H -3.53440 -0.44006 0.00872 0.185
H -3.96285 0.50663 -1.41779 0.204
H -0.85484 -0.51233 -2.75688 0.193
H -1.99302 0.82364 -2.49426 0.226
H 0.88774 -0.50157 -1.49628 0.418
C 1.51608 1.71125 0.90580 -0.162
C 1.01774 3.00661 0.70831 0.019
C 1.37310 4.00508 1.58681 -0.262
C 2.23914 3.75005 2.65508 -0.179
C 2.79270 2.50693 2.85422 -0.272
C 2.43389 1.49227 1.97055 0.247
N 2.84505 0.20311 1.91180 -0.508
H 3.49391 -0.26252 2.52516 0.433
H 3.48315 2.31788 3.66096 0.218
H 2.48806 4.56011 3.32310 0.218
H 0.98809 5.00143 1.43963 0.227
Cl 0.02980 3.37582 -0.64791 0.029
```

Computed properties:
ΔE to the lowest compared entry with this formula, charge and spin: 0.1501 eV
Kohn-Sham gap: 0.299 Ha
structure (SMILES): COC(=O)c1[nH]c2cccc(Cl)c2c1NC(=O)CN1CCCC[C@@H]1C
total charge: 0

=====

Record 5
DFT (ωB97M-V/def2-TZVPD) results for C20H19N3O4S3 in the gas phase at a distorted geometry.

```
49
Properties=species:S:1:pos:R:3:nbo_charge:R:1
C 5.86707 -0.41907 2.88782 -0.871
H 5.46138 0.21751 3.66229 0.243
H 5.55472 -0.09686 1.90312 0.246
H 6.94650 -0.45750 2.95183 0.254
S 5.24819 -2.09703 3.16293 2.316
O 5.85451 -2.97316 2.21238 -0.929
O 5.33783 -2.41051 4.55463 -0.938
N 3.61193 -1.96489 2.86328 -0.857
C 3.04805 -1.52052 1.67371 0.145
C 1.77659 -0.95630 1.67349 -0.202
C 1.19880 -0.51501 0.48433 -0.076
C 1.91408 -0.63862 -0.71030 -0.193
C 3.17319 -1.20391 -0.70373 -0.178
C 3.74822 -1.64712 0.47616 -0.271
H 4.71903 -2.11427 0.48105 0.247
H 3.72056 -1.30813 -1.62835 0.219
H 1.45521 -0.29132 -1.62157 0.233
C -0.11889 0.08202 0.47333 0.219
N -0.67817 0.48764 -0.60657 -0.224
N -1.92683 0.95037 -0.37171 -0.496
S -2.31464 2.35778 -1.25067 2.292
O -1.46472 3.42793 -0.81375 -0.931
O -3.72849 2.52317 -1.11230 -0.923
C -1.87733 1.81862 -2.88961 -0.253
C -0.59735 2.04404 -3.35305 -0.190
C -0.24749 1.56915 -4.60640 -0.216
C -1.17893 0.88003 -5.36809 -0.180
C -2.46086 0.66168 -4.88678 -0.212
C -2.81540 1.13169 -3.63272 -0.200
H -3.80144 0.98698 -3.22117 0.244
H -3.18049 0.12537 -5.48639 0.221
H -0.90403 0.51071 -6.34498 0.218
H 0.74833 1.73482 -4.98858 0.220
H 0.09477 2.58657 -2.72971 0.244
C -2.21022 1.00542 1.08117 -0.114
C -3.52564 0.36359 1.34289 -0.208
C -3.95696 -0.85484 0.91206 -0.251
C -5.27339 -1.14834 1.32830 -0.252
C -5.81887 -0.14971 2.06792 -0.413
S -4.74122 1.17445 2.26191 0.464
H -6.79248 -0.10646 2.51369 0.236
H -5.78614 -2.06202 1.08661 0.225
H -3.35424 -1.51205 0.31060 0.225
H -2.24390 2.05981 1.38026 0.232
C -0.99681 0.27732 1.69392 -0.458
H -1.29112 -0.68632 2.11558 0.236
H -0.50093 0.86743 2.46365 0.234
H 1.23828 -0.87281 2.60592 0.204
H 3.06980 -1.83733 3.70161 0.420
```

Computed properties:
ΔE to the lowest compared entry with this formula, charge and spin: 0.0000 eV
Kohn-Sham gap: 0.317 Ha
structure (SMILES): CS(=O)(=O)Nc1cccc(C2=NN(S(=O)(=O)c3ccccc3)[C@@H](c3cccs3)C2)c1
total charge: 0

=====

Record 6
DFT (ωB97M-V/def2-TZVPD) results for C4H8N2OS in the gas phase at a distorted geometry.

```
16
Properties=species:S:1:pos:R:3:nbo_charge:R:1
C -3.45935 -0.93511 0.24718 -0.415
C -0.72371 1.24092 0.05580 0.068
C 0.76299 1.19091 -0.20552 -0.557
C 1.46545 -0.16436 -0.10336 0.256
H -3.21766 -1.60943 -0.55838 0.209
H -4.54545 -0.76968 0.21450 0.208
H -3.15151 -1.36638 1.20511 0.183
H -3.10458 1.08078 0.61118 0.342
H -1.15780 2.16414 0.40805 0.168
H 1.26606 1.90088 0.48759 0.255
H 0.95127 1.56461 -1.19018 0.255
H -0.22111 -0.98251 -0.47271 0.509
N -2.81614 0.34760 -0.04744 -0.431
N -1.45966 0.23250 -0.19692 -0.286
O 0.74143 -1.23492 -0.36983 -0.661
S 3.05673 -0.25987 0.24997 -0.102
```

Computed properties:
ΔE to the lowest compared entry with this formula, charge and spin: 1.6129 eV
Kohn-Sham gap: 0.332 Ha
structure (SMILES): CN/N=C/CC(O)=S
total charge: 0

=====

> The lowest total charge belongs to which entry?

C4H6N5O2